Record 1
Molecular formula: C40H34HgN8O3Te
Method: DFT, ωB97M-V/def2-TZVPD

XYZ file:
```
87
C40H34HgN8O3Te ωB97M-V/def2-TZVPD
Hg 0.440 2.267 1.712
C 2.235 -0.405 3.834
O 1.260 -0.209 2.828
C 0.074 -0.907 3.014
C 0.104 -2.214 3.463
C -1.064 -2.937 3.653
C -2.277 -2.322 3.391
C -2.320 -1.017 2.942
C -1.149 -0.261 2.724
N -1.182 1.041 2.271
N -2.416 1.427 1.892
C -2.728 2.624 1.355
C -1.920 3.809 1.191
O -0.701 3.959 1.664
C -2.467 4.920 0.506
C -3.748 4.953 0.032
C -4.599 3.837 0.202
C -5.931 3.851 -0.263
C -6.751 2.765 -0.107
C -6.256 1.610 0.515
C -4.962 1.572 0.975
C -4.099 2.679 0.853
H 2.890 -1.250 3.591
H 1.767 -0.578 4.805
H 2.838 0.500 3.881
H 1.063 -2.682 3.651
H -1.019 -3.963 3.994
H -3.201 -2.868 3.542
H -3.260 -0.524 2.752
H -1.809 5.774 0.386
H -4.123 5.837 -0.473
H -6.295 4.750 -0.748
H -7.775 2.796 -0.461
H -6.898 0.745 0.635
H -4.579 0.679 1.445
N 3.794 0.562 0.315
C 2.600 1.213 -0.100
O 2.303 2.280 0.582
C 1.927 0.674 -1.180
C 2.433 -0.619 -1.693
N 3.073 -0.809 -2.745
C 0.584 1.126 -1.616
N -0.312 0.018 -2.033
H 4.256 1.144 0.999
H 4.418 0.335 -0.450
N 0.887 3.620 -1.583
C 0.060 2.507 -1.879
C -0.883 2.746 -2.970
C -1.706 1.765 -3.324
C -1.607 0.539 -2.553
C -1.288 0.605 -1.097
N -0.427 1.706 -0.668
H 0.314 4.375 -1.218
H 1.573 3.388 -0.872
H -0.861 3.719 -3.441
H -2.444 1.849 -4.109
H -2.247 -0.293 -2.820
H -1.851 0.053 -0.356
Te 2.570 -2.358 -0.274
C 0.871 -3.505 -0.959
C 0.093 -3.074 -2.025
C -0.979 -3.840 -2.458
C -1.268 -5.051 -1.845
C -0.467 -5.500 -0.806
C 0.602 -4.734 -0.369
C 3.957 -2.891 -1.727
C 4.291 -4.246 -1.925
C 4.306 -4.810 -3.175
C 3.583 -4.147 -4.223
C 3.181 -2.869 -4.101
C 3.768 -2.043 -2.994
H 0.306 -2.126 -2.497
H -1.594 -3.486 -3.276
H -2.109 -5.649 -2.174
H -0.690 -6.444 -0.324
H 1.230 -5.094 0.438
H 4.538 -4.851 -1.055
H 4.656 -5.824 -3.321
H 3.256 -4.740 -5.071
H 2.483 -2.396 -4.781
H 4.776 -1.721 -3.319
C 4.639 3.125 3.587
C 3.192 3.076 3.535
N 2.047 3.030 3.510
H 5.059 2.408 2.883
H 4.981 2.877 4.591
H 4.983 4.122 3.317
```

Properties
E   -71555.3597 eV
Molar mass   1002.96 g/mol
Max |F|   2.1 eV Å⁻¹
Gap between HOMO and LUMO (alpha / beta)   4.74 / 5.78 eV
Spin multiplicity   2
Expectation value of S²   0.80
Energy relative to the best compared isomer or geometry (same formula, charge and spin)   650.50 kJ/mol
Lowest unoccupied orbital energy (alpha / beta)   1.89 / 1.89 eV
Total charge   -1

Atom charges from the natural (NBO) analysis, given in e for atoms 1 to 6:
1. Hg 1.625
2. C -0.240
3. O -0.540
4. C 0.220
5. C -0.272
6. C -0.272

Record 2
Molecular formula: C40H34MoN6S2Sb
Method: DFT, ωB97M-V/def2-TZVPD

XYZ file:
```
84
C40H34MoN6S2Sb ωB97M-V/def2-TZVPD
Mo -0.882 -1.389 -0.316
C 3.314 -2.669 -0.395
C 2.103 -2.045 -0.703
N 0.972 -2.364 -0.089
C 0.983 -3.320 0.878
C 2.156 -4.005 1.240
C 3.344 -3.645 0.575
C 2.051 -5.042 2.204
C 0.827 -5.369 2.718
C -0.348 -4.683 2.336
C -0.272 -3.631 1.450
N -1.300 -2.836 0.918
C -2.667 -3.156 1.067
C -3.297 -3.675 2.172
C -4.679 -3.965 2.127
C -5.416 -3.738 0.998
C -4.806 -3.144 -0.137
C -5.482 -2.847 -1.335
C -4.805 -2.240 -2.365
C -3.464 -1.895 -2.188
N -2.789 -2.168 -1.079
C -3.438 -2.826 -0.073
H 4.206 -2.381 -0.930
H 2.049 -1.260 -1.452
H 4.268 -4.148 0.822
H 2.937 -5.582 2.501
H 0.740 -6.178 3.427
H -1.286 -5.019 2.744
H -2.765 -3.836 3.094
H -5.148 -4.381 3.005
H -6.465 -3.987 0.964
H -6.526 -3.101 -1.436
H -5.292 -2.013 -3.300
H -2.920 -1.384 -2.975
S -0.050 0.205 1.333
Sb 1.519 1.865 0.769
C 2.806 1.918 2.409
C 4.124 2.337 2.266
C 4.930 2.424 3.391
C 4.417 2.104 4.638
C 3.098 1.697 4.774
C 2.283 1.598 3.658
C 0.416 3.629 0.560
C -0.653 3.844 1.425
C -1.331 5.053 1.381
C -0.948 6.032 0.474
C 0.120 5.815 -0.383
C 0.815 4.615 -0.339
C 2.525 1.486 -1.025
C 1.975 1.950 -2.217
C 2.643 1.734 -3.412
C 3.854 1.057 -3.417
C 4.399 0.591 -2.228
C 3.737 0.804 -1.028
H 4.526 2.622 1.300
H 5.955 2.752 3.294
H 5.048 2.178 5.511
H 2.704 1.460 5.749
H 1.257 1.271 3.771
H -0.957 3.082 2.132
H -2.150 5.235 2.060
H -1.476 6.974 0.446
H 0.426 6.588 -1.074
H 1.669 4.471 -0.990
H 1.049 2.514 -2.213
H 2.240 2.124 -4.336
H 4.386 0.912 -4.345
H 5.352 0.085 -2.234
H 4.173 0.445 -0.103
C -4.111 2.708 -2.043
C -2.869 2.343 -1.239
C -1.964 1.412 -1.964
N -1.444 0.342 -1.463
N -0.627 -0.357 -2.303
C -0.546 0.187 -3.498
N 0.155 -0.312 -4.510
S -1.493 1.642 -3.628
H -4.698 3.437 -1.492
H -4.736 1.837 -2.226
H -3.855 3.156 -3.000
H -3.128 1.865 -0.286
H -2.293 3.244 -0.996
H 0.668 -1.172 -4.398
H 0.157 0.123 -5.418
```

Properties
E   -81014.1677 eV
Molar mass   880.59 g/mol
Max |F|   1.0 eV Å⁻¹
Gap between HOMO and LUMO (alpha / beta)   6.34 / 6.85 eV
Spin multiplicity   3
Expectation value of S²   2.14
Energy relative to the best compared isomer or geometry (same formula, charge and spin)   56.32 kJ/mol
Lowest unoccupied orbital energy (alpha / beta)   -9.51 / -8.95 eV
Total charge   +3

Atom charges from the Mulliken analysis, given in e for atoms 1 to 6:
1. Mo 0.118
2. C -1.029
3. C -0.059
4. N -0.194
5. C 0.864
6. C 0.855

Record 3
Molecular formula: C40H34N6O2PS3Zr
Method: DFT, ωB97M-V/def2-TZVPD

XYZ file:
```
87
C40H34N6O2PS3Zr ωB97M-V/def2-TZVPD
Zr 1.169 -0.426 0.566
C 3.774 3.483 -2.895
S 2.715 2.145 -3.490
C 2.624 1.115 -2.066
S 2.822 1.715 -0.499
N 2.382 -0.144 -2.392
N 2.273 -0.974 -1.328
C 2.483 -2.223 -1.551
C 2.463 -3.127 -0.415
C 2.784 -4.474 -0.527
C 2.802 -5.254 0.616
C 2.513 -4.667 1.839
C 2.207 -3.317 1.869
N 2.172 -2.562 0.773
H 3.899 4.164 -3.734
H 4.737 3.069 -2.608
H 3.311 3.995 -2.056
H 2.734 -2.571 -2.548
H 3.025 -4.888 -1.496
H 3.051 -6.305 0.560
H 2.525 -5.235 2.758
H 1.995 -2.812 2.802
S 0.964 1.718 2.176
C 2.463 1.027 2.665
C 3.244 1.520 3.723
C 4.440 0.914 4.014
C 4.875 -0.168 3.239
C 4.072 -0.598 2.217
N 2.885 -0.033 1.936
H 2.883 2.374 4.278
H 5.055 1.278 4.827
H 5.818 -0.657 3.434
H 4.378 -1.414 1.574
O 0.283 -1.145 2.179
C -0.582 -2.034 2.629
C -0.756 -2.186 4.012
C -1.637 -3.114 4.522
C -2.381 -3.924 3.664
C -2.252 -3.758 2.303
C -1.371 -2.814 1.762
C -1.293 -2.610 0.322
N -0.373 -1.919 -0.345
C -0.713 -1.984 -1.682
C -1.844 -2.712 -1.825
N -2.201 -3.097 -0.554
H -0.181 -1.535 4.658
H -1.753 -3.216 5.593
H -3.059 -4.666 4.061
H -2.833 -4.393 1.645
H -0.127 -1.501 -2.444
H -2.413 -2.986 -2.695
H -3.014 -3.633 -0.305
O -0.043 0.745 -0.692
P -1.252 1.601 -1.048
C -2.580 1.503 0.167
C -3.697 2.336 0.063
C -4.707 2.252 1.004
C -4.614 1.343 2.052
C -3.505 0.519 2.163
C -2.490 0.601 1.221
C -1.895 1.024 -2.629
C -3.248 0.773 -2.837
C -3.679 0.280 -4.060
C -2.763 0.026 -5.071
C -1.412 0.275 -4.867
C -0.976 0.774 -3.651
C -0.787 3.331 -1.150
C -0.954 4.147 -0.030
C -0.598 5.484 -0.098
C -0.071 6.003 -1.272
C 0.117 5.186 -2.379
C -0.248 3.852 -2.324
H -3.764 3.059 -0.742
H -5.569 2.902 0.929
H -5.402 1.288 2.790
H -3.416 -0.183 2.982
H -1.609 -0.012 1.314
H -3.965 0.952 -2.049
H -4.733 0.102 -4.228
H -3.102 -0.366 -6.021
H -0.698 0.087 -5.658
H 0.082 0.951 -3.486
H -1.346 3.736 0.891
H -0.736 6.121 0.765
H 0.194 7.050 -1.329
H 0.542 5.594 -3.286
H -0.111 3.221 -3.192
```

Properties
E   -98145.2316 eV
Molar mass   849.15 g/mol
Max |F|   1.8 eV Å⁻¹
Gap between HOMO and LUMO   6.21 eV
Spin multiplicity   1
Energy relative to the best compared isomer or geometry (same formula, charge and spin)   45.80 kJ/mol
Lowest unoccupied orbital energy   -3.36 eV
Total charge   +1

Atom charges from the Mulliken analysis, given in e for atoms 1 to 6:
1. Zr -0.803
2. C -0.867
3. S 0.002
4. C 0.625
5. S -0.357
6. N -1.541